## A
Molecular formula: C5H8O
Method: DFT, the ωB97M-V functional and the def2-TZVPD basis

As for the spin multiplicity: 2. The highest occupied orbital energy (spin up / spin down) comes out at 0.77 / -3.02 eV. The net charge is -1. The gap between HOMO and LUMO (spin up / spin down) is 3.689 / 7.331 eV. The expectation value of S² is 0.761.

Cartesian coordinates (Å):
C (-0.319, 2.395, -0.261)
C (-0.550, -2.099, -0.365)
C (0.404, -1.344, 0.219)
O (1.466, -1.934, 0.922)
C (0.474, 0.089, 0.422)
C (0.154, 0.993, -0.555)
H (0.449, 3.146, -0.551)
H (-1.240, 2.679, -0.771)
H (-0.361, 2.607, 0.812)
H (-0.713, -3.163, -0.284)
H (-1.454, -1.558, -0.661)
H (1.292, -2.866, 1.153)
H (0.585, 0.378, 1.462)
H (-0.186, 0.680, -1.541)



## B
Molecular formula: C5H8O
Method: DFT, the ωB97M-V functional and the def2-TZVPD basis

As for the spin multiplicity: 2. The highest occupied orbital energy (spin up / spin down) comes out at 0.07 / -2.17 eV. The net charge is -1. The gap between HOMO and LUMO (spin up / spin down) is 4.402 / 6.351 eV. The expectation value of S² is 0.778.

Cartesian coordinates (Å):
C (2.055, 1.451, -0.989)
C (1.264, 0.844, -0.030)
C (-0.102, 0.526, -0.167)
C (-0.815, -0.318, 0.710)
O (-0.171, -1.193, 1.617)
C (-2.030, -1.011, 0.187)
H (1.686, 1.530, -1.996)
H (3.103, 1.615, -0.763)
H (1.740, 0.565, 0.908)
H (-0.529, 0.508, -1.163)
H (0.753, -0.918, 1.678)
H (-2.501, -1.593, 0.972)
H (-1.752, -1.688, -0.636)
H (-2.702, -0.319, -0.328)



Stability, descending: B, A



## A
Molecular formula: C21H32N4O3
Method: DFT, the ωB97M-V functional and the def2-TZVPD basis

The highest occupied orbital energy comes out at -8.38 eV. The net charge is 0. The gap between HOMO and LUMO is 9.138 eV.

Cartesian coordinates (Å):
C (2.950, 1.312, 1.684)
C (2.998, 2.512, 0.744)
C (3.740, 2.243, -0.583)
O (5.127, 2.040, -0.397)
C (5.511, 0.766, -0.100)
C (6.697, 0.570, 0.591)
C (7.108, -0.712, 0.910)
C (6.322, -1.798, 0.565)
C (5.146, -1.614, -0.142)
C (4.751, -0.336, -0.509)
N (3.605, -0.095, -1.288)
C (2.987, -1.172, -2.043)
C (1.906, -1.876, -1.205)
O (2.077, -2.969, -0.704)
N (0.789, -1.143, -1.097)
C (-0.345, -1.526, -0.289)
C (-0.477, -0.647, 0.957)
C (-1.848, -0.838, 1.607)
N (-2.923, -0.531, 0.680)
C (-3.140, 0.894, 0.516)
C (-4.170, 1.135, -0.582)
N (-5.429, 0.511, -0.223)
C (-6.477, 0.810, -1.184)
C (-7.864, 0.492, -0.638)
C (-5.213, -0.912, -0.049)
C (-4.180, -1.153, 1.046)
C (3.035, 1.129, -1.337)
O (1.990, 1.339, -1.934)
H (2.377, 1.569, 2.572)
H (3.949, 1.020, 1.998)
H (2.472, 0.458, 1.209)
H (1.983, 2.822, 0.488)
H (3.498, 3.345, 1.242)
H (3.664, 3.148, -1.200)
H (7.278, 1.435, 0.869)
H (8.033, -0.858, 1.446)
H (6.623, -2.796, 0.841)
H (4.531, -2.466, -0.387)
H (3.753, -1.888, -2.339)
H (2.528, -0.730, -2.931)
H (0.780, -0.216, -1.509)
H (-1.260, -1.427, -0.880)
H (-0.206, -2.572, -0.009)
H (-0.340, 0.397, 0.669)
H (0.299, -0.901, 1.680)
H (-1.910, -0.226, 2.523)
H (-1.948, -1.887, 1.897)
H (-2.202, 1.374, 0.232)
H (-3.501, 1.353, 1.454)
H (-4.329, 2.210, -0.697)
H (-3.777, 0.735, -1.534)
H (-6.318, 0.273, -2.137)
H (-6.424, 1.882, -1.394)
H (-8.621, 0.911, -1.296)
H (-8.032, -0.579, -0.567)
H (-7.976, 0.929, 0.350)
H (-6.152, -1.384, 0.241)
H (-4.857, -1.379, -0.986)
H (-4.020, -2.228, 1.161)
H (-4.569, -0.750, 1.998)



## B
Molecular formula: C21H32N4O3
Method: DFT, the ωB97M-V functional and the def2-TZVPD basis

The highest occupied orbital energy comes out at -8.58 eV. The net charge is 0. The gap between HOMO and LUMO is 9.144 eV.

Cartesian coordinates (Å):
C (-7.303, -1.354, 0.217)
C (-6.022, -0.643, -0.085)
C (-6.011, 0.723, -0.365)
C (-4.803, 1.332, -0.648)
N (-3.650, 0.687, -0.673)
C (-3.655, -0.617, -0.415)
N (-2.391, -1.192, -0.476)
C (-2.003, -2.422, -0.037)
O (-2.753, -3.271, 0.390)
C (-0.492, -2.616, -0.104)
C (0.161, -1.756, 0.986)
C (1.679, -1.832, 1.049)
O (2.227, -2.445, 1.945)
N (2.403, -1.132, 0.126)
C (1.836, -0.499, -1.044)
C (0.767, 0.566, -0.766)
O (-0.256, 0.597, -1.425)
N (1.094, 1.431, 0.202)
C (0.277, 2.566, 0.652)
C (-1.070, 2.071, 1.183)
C (0.059, 3.518, -0.525)
C (1.065, 3.257, 1.763)
C (3.857, -1.214, 0.204)
C (4.507, -1.893, -1.025)
C (5.470, -0.859, -1.615)
C (5.861, -0.005, -0.412)
C (4.541, 0.159, 0.337)
C (-4.816, -1.326, -0.112)
H (-7.111, -2.345, 0.618)
H (-7.892, -1.458, -0.695)
H (-7.896, -0.786, 0.932)
H (-6.927, 1.293, -0.358)
H (-4.745, 2.390, -0.864)
H (-1.694, -0.547, -0.848)
H (-0.150, -2.340, -1.100)
H (-0.269, -3.668, 0.073)
H (-0.155, -0.720, 0.880)
H (-0.191, -2.119, 1.955)
H (1.397, -1.230, -1.732)
H (2.644, 0.001, -1.583)
H (1.938, 1.250, 0.723)
H (-1.628, 2.906, 1.597)
H (-1.663, 1.631, 0.384)
H (-0.924, 1.334, 1.971)
H (-0.473, 3.003, -1.320)
H (1.012, 3.875, -0.911)
H (-0.532, 4.372, -0.206)
H (2.032, 3.597, 1.397)
H (1.224, 2.579, 2.600)
H (0.516, 4.121, 2.125)
H (4.053, -1.808, 1.099)
H (5.059, -2.774, -0.701)
H (3.761, -2.220, -1.746)
H (4.964, -0.241, -2.360)
H (6.330, -1.325, -2.094)
H (6.576, -0.545, 0.208)
H (6.301, 0.949, -0.697)
H (3.948, 0.937, -0.151)
H (4.682, 0.441, 1.379)
H (-4.764, -2.380, 0.099)



Stability, descending: B, A



## A
Molecular formula: C4H7N3O2
Method: DFT, the ωB97M-V functional and the def2-TZVPD basis

The highest occupied orbital energy comes out at -9.40 eV. The net charge is 0. The gap between HOMO and LUMO is 9.925 eV.

Cartesian coordinates (Å):
C (-0.363, 1.900, -0.100)
C (-0.668, 0.445, -0.036)
C (-0.604, -0.506, -1.072)
N (-0.938, -1.711, -0.637)
N (-1.232, -1.560, 0.652)
C (-1.089, -0.283, 1.057)
H (0.711, 2.065, -0.052)
H (-0.828, 2.415, 0.738)
H (-0.730, 2.328, -1.030)
H (-0.333, -0.356, -2.098)
H (-1.550, -2.357, 1.181)
H (-1.286, 0.030, 2.062)
O (3.218, 0.503, 0.218)
N (2.289, 0.019, -0.335)
O (2.102, -1.322, -0.032)
H (1.301, -1.611, -0.512)



## B
Molecular formula: C4H7N3O2
Method: DFT, the ωB97M-V functional and the def2-TZVPD basis

The highest occupied orbital energy (spin up / spin down) comes out at -9.20 / -9.20 eV. The net charge is 0. The gap between HOMO and LUMO (spin up / spin down) is 8.261 / 8.261 eV.

Cartesian coordinates (Å):
C (1.401, -1.829, -0.849)
C (0.435, -1.025, -0.389)
C (-0.370, -0.004, -1.168)
N (-1.370, 0.562, -0.287)
C (-0.889, 1.099, 1.094)
N (0.178, 1.951, 0.968)
O (-1.697, 1.184, 1.986)
N (0.253, -0.855, 0.991)
O (0.278, -1.796, 1.756)
H (1.760, -1.735, -1.861)
H (1.887, -2.530, -0.189)
H (-0.849, -0.508, -2.013)
H (0.278, 0.796, -1.544)
H (-2.186, -0.029, -0.174)
H (0.774, 1.930, 0.158)
H (0.119, 2.790, 1.521)



## C
Molecular formula: C4H7N3O2
Method: DFT, the ωB97M-V functional and the def2-TZVPD basis

The highest occupied orbital energy comes out at -7.41 eV. The net charge is 0. The gap between HOMO and LUMO is 8.167 eV.

Cartesian coordinates (Å):
C (0.681, 0.855, 0.858)
C (1.723, -0.289, -1.108)
C (-0.467, 0.785, -0.075)
N (-0.744, 2.002, -0.720)
N (-1.118, -1.546, 0.284)
C (-1.251, -0.305, -0.289)
O (0.812, -0.214, 1.707)
N (1.696, -1.455, -1.150)
O (1.282, 1.886, 1.085)
H (1.465, 0.030, 2.379)
H (-1.015, 1.902, -1.691)
H (0.027, 2.652, -0.613)
H (1.448, -2.425, -1.115)
H (-0.510, -1.580, 1.088)
H (-1.973, -2.079, 0.365)
H (-2.055, -0.218, -1.005)



Stability, descending: C, A, B



## A
Molecular formula: C3H8NOS
Method: DFT, the ωB97M-V functional and the def2-TZVPD basis

The highest occupied orbital energy (spin up / spin down) comes out at -13.28 / -13.28 eV. The net charge is +1. The gap between HOMO and LUMO (spin up / spin down) is 9.561 / 9.562 eV.

Cartesian coordinates (Å):
C (-0.044, -1.100, -0.304)
C (2.273, 0.308, -0.288)
C (-1.557, 0.596, -0.122)
N (-2.711, 0.245, 0.271)
O (-0.851, -2.118, -0.080)
S (1.228, -0.714, 0.778)
H (0.092, -0.873, -1.355)
H (3.131, 0.601, 0.310)
H (1.717, 1.187, -0.591)
H (2.601, -0.267, -1.147)
H (-1.330, 1.655, -0.194)
H (-2.936, -0.746, 0.339)
H (-0.798, -2.465, 0.826)
H (-3.467, 0.888, 0.515)



## B
Molecular formula: C3H8NOS
Method: DFT, the ωB97M-V functional and the def2-TZVPD basis

The highest occupied orbital energy (spin up / spin down) comes out at -12.06 / -12.06 eV. The net charge is +1. The gap between HOMO and LUMO (spin up / spin down) is 7.148 / 7.154 eV.

Cartesian coordinates (Å):
C (-2.114, 0.909, -0.449)
C (0.135, -0.567, 0.210)
C (2.167, 1.229, 0.213)
N (-0.400, -1.943, -0.002)
O (-0.900, 0.466, -0.385)
S (1.699, -0.369, -0.502)
H (-2.982, 0.261, -0.403)
H (-2.232, 1.982, -0.494)
H (2.118, 1.980, -0.571)
H (3.181, 1.148, 0.594)
H (1.472, 1.457, 1.014)
H (-1.369, -2.010, 0.337)
H (0.187, -2.580, 0.553)
H (-0.360, -2.248, -0.988)



Stability, descending: A, B



## A
Molecular formula: C3H8NOS
Method: DFT, the ωB97M-V functional and the def2-TZVPD basis

The highest occupied orbital energy comes out at -13.98 eV. The net charge is +1. The gap between HOMO and LUMO is 9.817 eV.

Cartesian coordinates (Å):
C (-1.913, -0.971, 0.216)
C (2.120, 1.705, -2.424)
C (-0.557, -0.531, 2.132)
N (-0.824, -0.597, 0.731)
O (0.955, -0.085, -1.075)
S (2.183, 0.180, -1.885)
H (-2.754, -1.274, 0.833)
H (-2.030, -0.997, -0.858)
H (1.313, 2.378, -2.198)
H (2.923, 2.053, -3.046)
H (0.248, -1.226, 2.378)
H (-0.209, 0.472, 2.388)
H (-1.439, -0.776, 2.721)
H (-0.017, -0.331, 0.085)



## B
Molecular formula: C3H8NOS
Method: DFT, the ωB97M-V functional and the def2-TZVPD basis

The highest occupied orbital energy comes out at -13.51 eV. The net charge is +1. The gap between HOMO and LUMO is 9.615 eV.

Cartesian coordinates (Å):
N (1.087, 1.780, 0.245)
C (0.734, 0.296, 0.070)
C (0.237, -0.166, 1.442)
O (-0.264, 0.580, 2.227)
C (-0.297, 0.208, -1.064)
S (-0.717, -1.534, -1.341)
H (2.099, 1.873, 0.187)
H (0.706, 2.048, 1.171)
H (0.600, 2.389, -0.414)
H (1.638, -0.331, 0.041)
H (0.296, -1.268, 1.514)
H (0.200, 0.649, -1.927)
H (-1.175, 0.766, -0.743)
H (-2.061, -1.458, -1.304)



## C
Molecular formula: C3H8NOS
Method: DFT, the ωB97M-V functional and the def2-TZVPD basis

The highest occupied orbital energy comes out at -13.41 eV. The net charge is +1. The gap between HOMO and LUMO is 9.420 eV.

Cartesian coordinates (Å):
N (0.559, 1.346, 0.554)
C (0.483, -0.109, 0.279)
C (-0.256, -0.729, 1.496)
O (-0.475, -0.081, 2.474)
C (-0.248, -0.182, -1.099)
S (-0.232, -1.896, -1.692)
H (1.077, 1.607, 1.399)
H (-0.339, 1.832, 0.460)
H (1.108, 1.821, -0.177)
H (1.457, -0.603, 0.237)
H (-0.818, -1.653, 1.297)
H (0.272, 0.419, -1.835)
H (-1.272, 0.189, -0.886)
H (-1.317, -1.961, -2.506)



Stability, descending: B, C, A



## A
Molecular formula: C4H3NOS2
Method: DFT, the ωB97M-V functional and the def2-TZVPD basis

The highest occupied orbital energy comes out at -9.26 eV. The net charge is 0. The gap between HOMO and LUMO is 8.538 eV.

Cartesian coordinates (Å):
O (2.707, 0.361, -0.148)
C (1.570, 0.049, -0.297)
S (0.595, 0.195, -1.909)
C (-1.003, 0.151, -1.033)
S (-2.415, -0.334, -1.626)
C (-0.566, 0.580, 0.326)
N (-0.363, 0.037, 1.656)
C (0.466, -0.480, 0.586)
H (-0.143, 1.603, 0.287)
H (-0.988, -0.704, 1.959)
H (0.141, -1.458, 0.200)



## B
Molecular formula: C4H3NOS2
Method: DFT, the ωB97M-V functional and the def2-TZVPD basis

The highest occupied orbital energy comes out at -9.76 eV. The net charge is 0. The gap between HOMO and LUMO is 7.340 eV.

Cartesian coordinates (Å):
C (0.179, -1.590, 0.072)
C (0.111, -0.081, 0.089)
N (1.192, 0.662, -0.265)
C (0.935, 1.961, 0.110)
O (1.720, 2.883, 0.273)
S (-0.869, 2.220, 0.308)
C (-1.263, 0.478, -0.074)
S (-2.566, -0.327, -0.707)
H (-0.359, -2.176, 0.897)
H (1.360, -1.928, 0.026)
H (-0.440, -2.102, -0.728)



Stability, descending: B, A



## A
Molecular formula: C4H3NO2
Method: DFT, the ωB97M-V functional and the def2-TZVPD basis

The highest occupied orbital energy comes out at -10.04 eV. The net charge is 0. The gap between HOMO and LUMO is 9.789 eV.

Cartesian coordinates (Å):
O (-2.055, 1.347, -0.048)
C (-0.986, 0.709, 0.087)
C (-0.707, -0.515, -0.665)
C (0.483, -1.057, -0.713)
N (1.486, -0.347, -0.011)
C (1.088, 0.491, 0.887)
O (-0.074, 1.238, 0.883)
H (-1.813, -0.786, -0.908)
H (0.709, -1.997, -1.006)
H (1.867, 0.918, 1.495)



## B
Molecular formula: C4H3NO2
Method: DFT, the ωB97M-V functional and the def2-TZVPD basis

The highest occupied orbital energy comes out at -9.95 eV. The net charge is 0. The gap between HOMO and LUMO is 9.935 eV.

Cartesian coordinates (Å):
O (-0.772, 2.385, -1.487)
C (-0.382, 1.247, -1.551)
C (-0.094, 0.418, -0.361)
N (0.467, 0.779, 0.743)
C (0.543, -0.391, 1.470)
C (0.004, -1.403, 0.753)
O (-0.393, -0.899, -0.444)
H (-0.184, 0.725, -2.502)
H (0.983, -0.407, 2.453)
H (-0.172, -2.453, 0.927)



## C
Molecular formula: C4H3NO2
Method: DFT, the ωB97M-V functional and the def2-TZVPD basis

The highest occupied orbital energy comes out at -9.90 eV. The net charge is 0. The gap between HOMO and LUMO is 9.845 eV.

Cartesian coordinates (Å):
O (-2.258, 1.440, 0.104)
C (-1.314, 1.442, -0.655)
C (-0.198, 0.421, -0.339)
N (0.941, 0.102, -0.875)
C (1.446, -0.914, -0.076)
C (0.565, -1.161, 0.923)
O (-0.486, -0.321, 0.772)
H (-1.648, 2.237, -1.332)
H (2.397, -1.392, -0.277)
H (0.543, -1.851, 1.759)



## D
Molecular formula: C4H3NO2
Method: DFT, the ωB97M-V functional and the def2-TZVPD basis

The highest occupied orbital energy (spin up / spin down) comes out at -9.27 / -9.27 eV. The net charge is 0. The gap between HOMO and LUMO (spin up / spin down) is 8.623 / 8.624 eV.

Cartesian coordinates (Å):
O (2.412, 0.681, 0.292)
C (1.926, -0.068, -0.508)
C (1.114, -1.268, -0.086)
N (-0.058, -0.984, -0.274)
C (-1.190, -0.391, -0.237)
C (-1.393, 0.535, 0.898)
O (-0.651, 0.589, 1.851)
H (1.919, 0.108, -1.602)
H (-1.838, -0.434, -1.104)
H (-2.241, 1.232, 0.770)



Stability, descending: B, A, C, D



## A
Molecular formula: C4H3NO2
Method: DFT, the ωB97M-V functional and the def2-TZVPD basis

The highest occupied orbital energy comes out at -9.91 eV. The net charge is 0. The gap between HOMO and LUMO is 9.386 eV.

Cartesian coordinates (Å):
O (1.071, -2.437, -0.370)
C (0.466, -1.405, -0.234)
C (-0.583, -0.669, -0.988)
N (-0.842, 0.611, -0.862)
C (-0.402, 1.355, 0.199)
C (0.411, 0.761, 0.985)
O (0.851, -0.535, 0.874)
H (-0.957, -1.198, -1.856)
H (-0.739, 2.274, 0.430)
H (0.724, 1.244, 1.822)



## B
Molecular formula: C4H3NO2
Method: DFT, the ωB97M-V functional and the def2-TZVPD basis

The highest occupied orbital energy comes out at -9.67 eV. The net charge is 0. The gap between HOMO and LUMO is 9.657 eV.

Cartesian coordinates (Å):
O (2.508, 1.436, -0.138)
C (1.495, 0.966, 0.201)
C (0.230, 0.775, 0.420)
C (-0.539, -0.410, 0.456)
N (0.077, -1.424, 0.003)
C (1.335, -1.439, -0.380)
O (2.302, -1.598, 0.346)
H (-0.092, 1.608, 0.864)
H (-1.500, -0.360, 0.776)
H (1.327, -1.686, -1.449)



Stability, descending: A, B